DFT (ωB97M-V/def2-TZVPD) results for a cluster of 2 separate species, C2H10NO2 in total.

Geometry as ORCA input:
```
! wB97M-V def2-TZVPD RIJCOSX def2/J DEFGRID3
* xyz 0 2
C -0.6856 0.5674 -0.2379
O -0.4432 0.0314 1.0722
C -0.1351 -0.4906 -1.2233
N -0.6512 -0.4038 -2.6311
H -0.1559 1.5149 -0.3534
H -1.7651 0.6211 -0.3741
H 0.2600 0.5782 1.4425
H 0.9433 -0.5580 -1.2623
H -0.5798 -1.3703 -0.7794
H 0.0442 0.0624 -3.2727
H -1.4608 0.2311 -2.6982
H -0.9587 -1.3080 -3.0755
H 2.4903 -0.1266 2.5971
H 1.8036 0.6895 3.7014
O 1.6584 0.2993 2.8349
*
```

Computed properties:
ΔE to the lowest compared entry with this formula, charge and spin   35.8 kcal/mol
Kohn-Sham gap (spin up / spin down)   0.14717 / 0.40345 hartree
HOMO level (spin up / spin down)   -3.68 / -10.67 eV
Calculated total energy   -287.2949 Ha
Expectation value of S²   0.751



DFT (ωB97M-V/def2-TZVPD) results for an isolated molecule of C22H27N5.

Geometry as ORCA input:
```
! wB97M-V def2-TZVPD RIJCOSX def2/J DEFGRID3
* xyz 0 1
C 4.5564 -0.2220 0.9658
C 4.3940 0.3045 -0.4652
N 3.6067 -0.5170 -1.3693
C 4.0914 -1.8774 -1.5460
C 5.5162 -1.9190 -2.0861
C 2.1804 -0.4330 -1.1331
C 1.5889 0.7871 -1.8647
N 0.1405 0.8567 -1.7590
C -0.4858 0.8063 -0.5256
C -0.3980 1.8424 0.3911
C -1.1180 1.7898 1.6012
C -1.9534 0.7144 1.8578
C -2.7046 0.6416 3.0463
N -3.2964 0.6214 4.0292
C -2.0706 -0.3307 0.9163
N -2.8059 -1.4065 0.9883
C -2.5393 -2.1130 -0.1410
C -3.0636 -3.3426 -0.5312
C -2.6206 -3.8896 -1.7127
C -1.6657 -3.2377 -2.4936
C -1.1365 -2.0156 -2.1291
C -1.5838 -1.4338 -0.9481
N -1.2966 -0.2645 -0.2580
C -1.0706 2.9035 2.6085
C 0.0191 3.9307 2.3302
C 0.0081 4.2784 0.8486
C 0.4347 3.0506 0.0529
H 5.1331 -1.1430 0.9807
H 3.5895 -0.4133 1.4265
H 5.0797 0.5180 1.5657
H 5.3813 0.4371 -0.9127
H 3.9215 1.2887 -0.4306
H 4.0305 -2.4694 -0.6174
H 3.4349 -2.3519 -2.2812
H 6.2403 -1.6243 -1.3318
H 5.6074 -1.2536 -2.9404
H 5.7517 -2.9316 -2.4041
H 1.7026 -1.3378 -1.5174
H 1.9242 -0.3603 -0.0636
H 2.0279 1.7004 -1.4660
H 1.8430 0.7301 -2.9239
H -0.3052 0.2288 -2.4141
H -3.7900 -3.8347 0.0942
H -3.0064 -4.8422 -2.0435
H -1.3259 -3.7000 -3.4084
H -0.3847 -1.5741 -2.7675
H -0.9516 2.4777 3.6082
H -2.0467 3.4007 2.5984
H -0.1530 4.8186 2.9401
H 0.9963 3.5234 2.5994
H -0.9963 4.5861 0.5515
H 0.6913 5.1030 0.6392
H 1.4857 2.8445 0.2820
H 0.3532 3.2436 -1.0189
*
```

Computed properties:
ΔE to the lowest compared entry with this formula, charge and spin   10.2 kcal/mol
Kohn-Sham gap   0.28008 hartree
HOMO level   -7.66 eV
Structure (SMILES)   CCN(CC)CCNc1c2c(c(C#N)c3nc4ccccc4n13)CCCC2
Calculated total energy   -1128.3200 Ha



DFT (ωB97M-V/def2-TZVPD) results for a structure of composition C16H15FeN4O5.

Geometry as ORCA input:
```
! wB97M-V def2-TZVPD RIJCOSX def2/J DEFGRID3
* xyz 0 6
Fe -0.9531 -1.2920 0.6849
C -2.3659 -2.1031 2.4190
C -1.0408 -2.2342 2.8958
C -0.3771 -3.1755 2.0805
C -1.2779 -3.6059 1.0844
C -2.5172 -2.9518 1.3042
H -3.1161 -1.4363 2.8123
H -0.5961 -1.6723 3.7003
H 0.6578 -3.4641 2.1673
H -1.0657 -4.3061 0.2919
H -3.3940 -3.0432 0.6866
O 3.1622 -0.5149 0.9852
C 2.0120 -0.7871 0.6832
O 0.9719 -0.7830 1.4310
C 1.6832 -1.1128 -0.7683
C 2.5548 -0.9977 -1.8370
C 2.0312 -1.1048 -3.1208
C 0.6627 -1.2662 -3.3040
C -0.1330 -1.3840 -2.1771
N 0.3985 -1.3658 -0.9649
C -1.6562 -1.3899 -2.1588
O -2.2673 -1.2648 -3.2008
O -2.1310 -1.5059 -0.9664
H 3.6007 -0.8021 -1.6474
H 2.6852 -1.0219 -3.9801
H 0.2018 -1.2858 -4.2816
C 0.8932 4.6314 0.6058
N 0.1288 3.4090 0.5193
C -0.5318 2.7787 1.6478
C -0.9331 1.4534 1.0291
O -1.4839 0.5334 1.6460
N -0.5425 1.3941 -0.2542
C 0.1187 2.5275 -0.4936
N 0.7198 2.7364 -1.6638
H 0.3831 5.3220 1.2745
H 0.9482 5.1129 -0.3700
H 1.9040 4.4558 0.9811
H -1.3967 3.3469 1.9931
H 0.1513 2.6042 2.4817
H 0.6488 2.0094 -2.3563
H 1.2618 3.5559 -1.8598
*
```

Computed properties:
ΔE to the lowest compared entry with this formula, charge and spin   10.1 kcal/mol
Kohn-Sham gap (spin up / spin down)   0.29609 / 0.30342 hartree
HOMO level (spin up / spin down)   -8.02 / -8.49 eV
Calculated total energy   -2477.7323 Ha
Expectation value of S²   8.762



DFT (ωB97M-V/def2-TZVPD) results for a structure of composition C19H17InO4P.

Geometry as ORCA input:
```
! wB97M-V def2-TZVPD RIJCOSX def2/J DEFGRID3
* xyz 3 1
In 0.0005 0.0004 -0.0574
O 0.1471 3.1452 0.3523
C 0.0972 2.0119 0.1816
C -0.0987 -2.0210 0.0000
O -0.1528 -3.1633 0.0851
C 2.0203 -0.0937 -0.0103
O 3.1636 -0.1523 0.0287
C -2.0209 0.0992 -0.0646
O -3.1648 0.1533 -0.0397
C 0.0304 0.6398 -5.1159
H -0.8705 1.2963 -5.2221
H 0.9925 1.2068 -5.2019
C -0.0304 -0.6391 -5.1702
H 0.8737 -1.2859 -5.3073
H -0.9893 -1.1964 -5.3277
C -1.6656 -0.8036 3.9489
P -0.5238 -0.5088 2.5812
C -0.1791 1.2092 3.2147
C -1.0935 2.2124 2.9127
C -0.9156 3.4701 3.4544
C 0.1541 3.7191 4.3099
C 1.0349 2.6944 4.6162
C 0.8702 1.4312 4.0824
C 0.5170 -1.9945 2.9096
C 1.8750 -1.8950 3.1133
C 2.6014 -3.0408 3.4393
C 1.9772 -4.2683 3.5443
C 0.6031 -4.3660 3.3125
C -0.1220 -3.2410 2.9865
H -2.3654 0.0063 4.0151
H -1.0540 -0.8344 4.8816
H -2.1849 -1.7244 3.8204
H -1.9581 2.0228 2.2458
H -1.6251 4.2804 3.2120
H 0.2925 4.7206 4.7398
H 1.8775 2.8840 5.3036
H 1.5654 0.6196 4.3516
H 2.3918 -0.9252 3.0277
H 3.6817 -2.9569 3.6192
H 2.5490 -5.1685 3.8051
H 0.1013 -5.3445 3.3852
H -1.2075 -3.3453 2.8062
*
```

Computed properties:
Kohn-Sham gap   0.14653 hartree
HOMO level   -17.49 eV
Calculated total energy   -1565.2716 Ha



DFT (ωB97M-V/def2-TZVPD) results for a cluster of 2 separate species, C7H12O in total.

Geometry as ORCA input:
```
! wB97M-V def2-TZVPD RIJCOSX def2/J DEFGRID3
* xyz 0 1
C 2.1463 0.3766 -2.4940
C 2.3931 -0.0375 -1.2333
C 1.2645 -0.7348 -0.6022
C 0.1848 -0.3401 0.0471
C -0.8792 -1.2519 0.5417
C -1.8717 -0.6990 1.2402
C -3.0009 -1.6708 1.7047
H 1.2402 -0.0327 -2.9957
H 2.8287 1.0448 -3.0785
H 3.3001 0.1746 -0.6755
H 1.3243 -1.8063 -0.8528
H 0.1659 0.7329 0.2842
H -0.8448 -2.3038 0.2286
H -1.9474 0.3434 1.6936
H -2.4293 -2.6009 1.9838
H -3.5104 -1.3820 2.6275
H -3.7478 -2.0948 0.9950
O 0.2285 3.3518 0.3506
H 0.8366 4.0796 0.6642
H -0.4654 3.1758 1.0957
*
```

Computed properties:
ΔE to the lowest compared entry with this formula, charge and spin   60.4 kcal/mol
Kohn-Sham gap   0.33448 hartree
HOMO level   -8.40 eV
Structure (SMILES)   C=C/C=C/C=C/C.O
Calculated total energy   -349.0523 Ha



DFT (ωB97M-V/def2-TZVPD) results for a structure of composition C5H16N3.

Geometry as ORCA input:
```
! wB97M-V def2-TZVPD RIJCOSX def2/J DEFGRID3
* xyz 1 1
N 2.4907 -1.1563 -2.5110
C 1.9813 -0.8984 -1.1334
C 0.7721 -1.8260 -0.9798
N -0.0414 -1.3748 0.2114
H 3.0634 -2.0048 -2.6208
H 3.0154 -0.3115 -2.8206
H 1.7444 0.1947 -1.1190
H 2.6123 -1.0960 -0.2672
H 0.0870 -1.6316 -1.8684
H 1.0895 -2.8711 -0.9888
H -0.8888 -2.0137 0.3231
H 0.5141 -1.5251 1.0515
C -2.1191 0.5870 1.9233
C -1.3687 1.5607 1.1013
C -1.0700 2.8717 1.4967
N -0.8000 1.0953 -0.1715
H -2.8707 1.1293 2.5132
H -2.5925 -0.1484 1.3137
H -1.3993 0.0659 2.6429
H -0.6034 3.5827 0.8118
H -1.5785 3.2095 2.4199
H -0.3670 -0.1497 0.1132
H -0.1509 1.7508 -0.5587
H -1.5197 0.9599 -0.8829
*
```

Computed properties:
ΔE to the lowest compared entry with this formula, charge and spin   49.8 kcal/mol
Kohn-Sham gap   0.37097 hartree
HOMO level   -12.99 eV
Calculated total energy   -364.0959 Ha



DFT (ωB97M-V/def2-TZVPD) results for an isolated molecule of C2H4P2S.

Geometry as ORCA input:
```
! wB97M-V def2-TZVPD RIJCOSX def2/J DEFGRID3
* xyz 0 3
C -0.8599 -0.4602 -0.2343
C -1.2082 0.4186 0.8080
P 3.1071 -0.1771 -0.2200
P 1.0756 -0.4636 -0.9905
S -1.7529 -1.3617 -1.1831
H -2.3736 0.6110 0.7870
H -0.3461 1.1904 0.7637
H -1.0677 -0.1056 1.7772
H 3.4257 0.3482 -1.5081
*
```

Computed properties:
ΔE to the lowest compared entry with this formula, charge and spin   50.1 kcal/mol
Kohn-Sham gap (spin up / spin down)   0.25684 / 0.22668 hartree
HOMO level (spin up / spin down)   -7.40 / -8.60 eV
Calculated total energy   -1159.3235 Ha
Expectation value of S²   2.016



DFT (ωB97M-V/def2-TZVPD) results for a cluster of 2 separate species, C5H12NPS in total.

Geometry as ORCA input:
```
! wB97M-V def2-TZVPD RIJCOSX def2/J DEFGRID3
* xyz 0 1
C 2.3128 -1.7023 1.8123
C -0.0753 2.4223 -1.1591
C -2.4335 0.7641 -2.3634
C 1.1255 -2.4739 1.3223
C -0.9622 1.7084 -0.2313
N 0.6086 -0.0513 0.4253
P -0.2247 -1.2910 0.7047
S -2.4192 0.9167 -0.5209
H 1.9287 -0.9656 2.5372
H 3.0891 -2.3271 2.2594
H 2.7151 -0.9332 1.0512
H 0.0995 3.5201 -0.8286
H -0.5420 2.4583 -2.1782
H 0.8149 1.8951 -1.1427
H -1.5211 0.3254 -2.5926
H -2.2237 1.7282 -2.7680
H -3.3172 0.2823 -2.7067
H 0.7231 -3.0551 2.1252
H 1.4577 -3.2236 0.6225
H -1.1277 2.0017 0.8176
*
```

Computed properties:
ΔE to the lowest compared entry with this formula, charge and spin   78.6 kcal/mol
Kohn-Sham gap (spin up / spin down)   0.28874 / 0.24819 hartree
HOMO level (spin up / spin down)   -7.63 / -6.94 eV
Calculated total energy   -991.8404 Ha



Repeat the seventh record exactly.
DFT (ωB97M-V/def2-TZVPD) results for an isolated molecule of C2H4P2S.

Geometry as ORCA input:
```
! wB97M-V def2-TZVPD RIJCOSX def2/J DEFGRID3
* xyz 0 3
C -0.8599 -0.4602 -0.2343
C -1.2082 0.4186 0.8080
P 3.1071 -0.1771 -0.2200
P 1.0756 -0.4636 -0.9905
S -1.7529 -1.3617 -1.1831
H -2.3736 0.6110 0.7870
H -0.3461 1.1904 0.7637
H -1.0677 -0.1056 1.7772
H 3.4257 0.3482 -1.5081
*
```

Computed properties:
ΔE to the lowest compared entry with this formula, charge and spin   50.1 kcal/mol
Kohn-Sham gap (spin up / spin down)   0.25684 / 0.22668 hartree
HOMO level (spin up / spin down)   -7.40 / -8.60 eV
Calculated total energy   -1159.3235 Ha
Expectation value of S²   2.016



Among the records above, which one has the lowest calculated total energy?
C16H15FeN4O5



Look up the calculated total energy of the third one.
-2477.7323 Ha